The following is a quantum chemistry calculation of a structure of composition C10H23O9P2S4Ti, from OMol25.

Values from the calculation:
2S+1 = 1
charge = +3
DFT total energy = -4196.1196 Eh
max |F| = 0.573 eV Å⁻¹
energy relative to the best compared isomer or geometry (same formula, charge and spin) = 0.569 eV

Each line ends with the natural charge from an NBO analysis.
Element x y z (Å)
Ti: 0.486 -0.651 -0.219  1.61
C: -0.171 2.437 -1.767  -0.55
C: -1.351 2.418 -0.812  -0.51
S: -1.757 0.788 -0.086  0.33
C: -2.381 1.378 1.523  -0.50
C: -2.533 0.331 2.616  -0.58
S: -1.034 -0.503 3.157  0.31
C: -0.202 0.691 4.248  -0.58
C: 0.335 2.070 3.778  -0.58
S: 1.650 1.900 2.551  1.27
C: 1.536 3.319 1.428  -0.57
C: 2.090 2.965 0.030  -0.56
S: 1.381 1.752 -1.149  0.38
H: 0.005 3.458 -2.110  0.28
H: -0.370 1.845 -2.662  0.27
H: -2.241 2.776 -1.332  0.28
H: -1.179 3.089 0.029  0.22
H: -3.355 1.816 1.299  0.27
H: -1.729 2.191 1.842  0.20
H: -3.205 -0.471 2.303  0.27
H: -3.025 0.805 3.468  0.27
H: 0.610 0.118 4.702  0.27
H: -0.874 0.936 5.074  0.28
H: 0.796 2.595 4.621  0.30
H: -0.428 2.719 3.350  0.25
H: 2.138 4.126 1.854  0.30
H: 0.490 3.626 1.419  0.25
H: 3.138 2.668 0.104  0.28
H: 2.096 3.908 -0.524  0.29
C: -0.851 -4.243 -2.448  -0.67
C: 0.438 -3.424 -2.413  -0.42
O: 1.497 -3.972 -3.161  -0.70
P: 0.225 -1.748 -3.185  2.44
O: 1.573 -1.264 -3.761  -0.95
O: -0.772 -1.786 -4.363  -0.95
O: -0.175 -0.775 -2.074  -1.08
P: 0.995 -3.088 -0.694  2.36
O: 1.572 -4.415 -0.191  -0.94
O: 1.932 -1.843 -0.744  -0.96
O: -0.163 -2.441 0.123  -0.98
H: -1.131 -4.428 -3.486  0.26
H: -1.670 -3.753 -1.920  0.25
H: -0.691 -5.215 -1.976  0.27
H: 1.486 -4.940 -3.134  0.52
H: 2.026 -1.799 -4.438  0.57
H: -1.665 -2.163 -4.300  0.56
H: 2.006 -4.540 0.672  0.58
O: 0.832 0.942 1.568  -0.47
O: 1.618 -0.205 1.188  -0.39



The following is a quantum chemistry calculation of the molecule C3H8N2S, from OMol25.

Values from the calculation:
2S+1 = 1
SMILES = CC(=S)N(C)N
charge = 0
DFT total energy = -626.7590 Eh
max |F| = 2.134 eV Å⁻¹
energy relative to the best compared isomer or geometry (same formula, charge and spin) = 1.749 eV

Each line ends with the natural charge from an NBO analysis.
Element x y z (Å)
C: -1.031 -1.694 0.176  -0.41
C: 0.340 0.315 -0.019  0.12
C: 0.384 1.858 0.167  -0.69
H: -0.681 -2.139 -0.747  0.21
H: -2.076 -1.829 0.312  0.21
H: -0.478 -2.117 0.982  0.22
H: -2.023 1.333 0.471  0.36
H: -2.150 0.840 -1.093  0.35
H: 1.460 2.104 0.257  0.25
H: -0.150 2.271 1.055  0.22
H: 0.018 2.380 -0.724  0.22
N: -0.883 -0.216 0.007  -0.26
N: -2.066 0.511 -0.158  -0.63
S: 1.786 -0.486 -0.087  -0.18



The following is a quantum chemistry calculation of a structure of composition C2H3NO2, from OMol25.

Values from the calculation:
2S+1 = 1
charge = 0
DFT total energy = -283.0490 Eh
max |F| = 5.338 eV Å⁻¹
energy relative to the best compared isomer or geometry (same formula, charge and spin) = 5.687 eV

Each line ends with the natural charge from an NBO analysis.
Element x y z (Å)
C: 0.275 1.368 -0.676  0.43
C: -0.323 -0.454 -0.016  0.12
N: 0.220 -0.878 1.217  -0.35
O: 1.426 1.675 -0.764  -0.48
O: -1.131 -0.531 1.093  -0.36
H: -0.504 1.776 -1.213  0.11
H: -0.303 -1.047 -1.021  0.19
H: 0.341 -1.910 1.380  0.34



The following is a quantum chemistry calculation of a structure of composition C24H18AuN8OS2, from OMol25.

Values from the calculation:
2S+1 = 1
charge = +1
DFT total energy = -2370.5820 Eh
max |F| = 3.429 eV Å⁻¹

Each line ends with the natural charge from an NBO analysis.
Element x y z (Å)
Au: -0.531 1.396 -0.585  0.60
S: 5.416 4.140 3.563  0.97
N: 3.773 4.384 3.622  -0.56
C: 3.373 3.716 2.531  0.07
C: 2.003 3.765 2.107  -0.02
C: 1.036 4.487 2.803  -0.09
C: -0.310 4.410 2.394  -0.25
C: -0.622 3.516 1.412  0.07
N: 0.251 2.770 0.746  -0.50
C: 1.590 2.990 0.984  0.17
C: 2.607 2.274 0.201  0.22
N: 2.273 1.535 -0.867  -0.46
C: 3.142 0.936 -1.639  0.08
C: 4.510 0.843 -1.260  -0.22
C: 4.944 1.551 -0.142  -0.14
C: 4.018 2.386 0.540  -0.09
C: 4.398 3.051 1.770  0.11
N: 5.627 3.232 2.294  -0.59
H: 1.359 5.132 3.612  0.25
H: -1.101 4.951 2.926  0.25
H: -1.642 3.252 1.097  0.21
H: 2.767 0.478 -2.489  0.23
H: 5.270 0.241 -1.778  0.24
H: 5.962 1.444 0.269  0.24
S: -0.101 -4.587 2.987  0.38
C: -0.849 -3.502 4.176  -0.07
N: -1.882 -2.806 3.815  -0.42
C: -2.273 -3.179 2.517  0.10
C: -3.421 -2.764 1.831  -0.22
C: -3.713 -3.375 0.620  -0.23
C: -2.864 -4.290 0.012  -0.22
C: -1.673 -4.650 0.679  -0.21
C: -1.376 -4.127 1.914  -0.23
H: -0.456 -3.437 5.181  0.22
H: -3.946 -2.050 2.478  0.24
H: -4.645 -3.078 0.076  0.21
H: -3.147 -4.726 -0.951  0.22
H: -0.991 -5.318 0.205  0.22
C: -0.369 -1.838 -4.987  -0.42
N: -1.067 -1.285 -3.850  -0.41
C: -2.380 -1.799 -3.554  0.12
C: -3.109 -1.208 -2.627  -0.36
C: -2.532 -0.212 -1.798  0.50
N: -1.242 0.113 -1.960  -0.64
C: -0.464 -0.307 -3.053  0.79
O: 0.699 0.027 -3.302  -0.62
N: -3.324 0.336 -0.858  -0.75
H: -0.940 -1.556 -5.887  0.21
H: -0.305 -2.946 -4.921  0.21
H: 0.625 -1.464 -4.983  0.26
H: -2.704 -2.721 -4.026  0.24
H: -4.178 -1.453 -2.534  0.24
H: -4.319 0.075 -0.847  0.41
H: -3.166 1.249 -0.467  0.42



The following is a quantum chemistry calculation of the molecule CH3BrN2, from OMol25.

Values from the calculation:
2S+1 = 1
SMILES = C/N=N\Br
charge = 0
DFT total energy = -2723.3479 Eh
max |F| = 4.555 eV Å⁻¹
energy relative to the best compared isomer or geometry (same formula, charge and spin) = 0.259 eV

Each line ends with the natural charge from an NBO analysis.
Element x y z (Å)
C: 0.249 -0.739 0.351  -0.48
N: -0.899 0.066 0.264  -0.07
N: -1.100 1.073 -0.400  -0.05
Br: 0.272 2.280 -1.222  -0.09
H: 1.024 -0.178 0.856  0.23
H: 0.474 -0.864 -0.699  0.24
H: -0.020 -1.637 0.850  0.23



no.,Kohn-Sham gap (hartree),M (g mol⁻¹),HOMO level (eV)
1,0.240,525.4,-17.569
2,0.327,104.2,-8.170
3,0.358,73.1,-9.134
4,0.277,695.6,-10.886
5,0.339,123.0,-9.280